Formula: C91H114Cl4F14N3O23S4
Source: OMol25
Level of theory: ωB97M-V/def2-TZVPD

Cartesian coordinates (Å):
C 1.00447 2.93547 0.92028
C 1.38723 1.55610 0.30223
C 0.37636 0.46199 0.83356
N 0.42224 -0.92172 0.02661
C 1.81017 -1.50889 0.32921
C 1.93507 -2.91451 -0.25319
C 0.92568 -3.84009 0.45065
C -0.45982 -3.33004 0.17190
C -0.69155 -1.86863 0.62978
C 0.31050 -0.75746 -1.49586
H 0.00192 3.15640 0.55397
H 1.66504 3.73218 0.57824
H 0.95441 2.86995 2.00716
H 2.41580 1.41345 0.63358
H 1.38035 1.69497 -0.77887
H -0.68093 0.71124 0.74356
H 0.54185 0.23976 1.88775
H 1.87156 -1.55236 1.41661
H 2.55362 -0.81571 -0.06434
H 2.94763 -3.28055 -0.08337
H 1.88855 -3.06700 -1.33146
H 1.22732 -3.83285 1.49806
H 0.97013 -4.87820 0.12133
H -1.14320 -3.94863 0.75365
H -0.64419 -3.41180 -0.89928
H -0.61761 -1.81834 1.71611
H -1.65806 -1.49035 0.29683
H -0.60855 -0.20499 -1.69135
H 0.37850 -1.73655 -1.97005
H 1.14232 -0.12495 -1.80587
N -3.03205 -0.11721 -1.52762
S -4.15122 -1.08047 -1.76260
O -5.03693 -0.79588 -2.84662
O -4.57983 -1.88172 -0.63018
F -3.27762 -2.22661 -2.52975
S -4.01636 0.91488 -0.66029
O -4.43142 0.58294 0.72247
O -4.91878 1.79937 -1.42423
F -2.92915 2.01634 -0.31045
N -3.74609 1.65160 3.59417
S -3.42505 2.54013 4.83198
O -2.18522 3.32746 4.83615
O -3.89767 2.05169 6.13695
F -4.49778 3.73082 4.62757
S -2.33242 0.77950 3.90038
O -2.26373 -0.08283 5.07906
O -1.11207 1.34820 3.36122
F -2.65374 -0.36434 2.86144
C 4.94496 -1.25894 3.33829
Cl 4.01433 0.13916 2.80299
Cl 4.92154 -2.60287 2.19015
H 5.99531 -0.98314 3.43208
H 4.58451 -1.59527 4.31044
C -1.61389 1.90948 -3.60942
Cl -2.17232 3.31763 -4.55499
Cl -0.47234 0.85650 -4.52075
H -1.20947 2.26591 -2.66205
H -2.48975 1.28912 -3.41938
C 1.23024 4.82973 4.80945
C 0.25687 6.02457 4.78078
O 0.13615 6.63620 3.46111
C -0.62124 7.71572 3.28111
O -1.35486 8.18144 4.13566
O -0.49907 8.04320 2.01821
C -1.46326 8.98641 1.44478
H 2.01501 5.13092 4.11553
H 0.84343 3.93919 4.31405
H 1.62943 4.54825 5.78388
H 0.58509 6.73119 5.54306
H -0.69248 5.56202 5.05073
H -1.52886 8.90087 0.36012
H -1.11410 10.00515 1.61311
H -2.48624 8.95724 1.81997
C -3.02773 -3.14594 3.53876
C -4.07629 -2.70359 4.57255
O -5.36587 -2.98734 4.03183
C -5.88983 -2.03571 3.18468
O -5.46686 -0.86380 2.93128
O -7.05305 -2.40848 2.69063
C -7.40845 -3.73440 2.44103
H -3.28751 -2.82828 2.52895
H -2.93437 -4.23175 3.51844
H -2.02072 -2.78300 3.74444
H -3.99212 -1.65312 4.85099
H -3.92642 -3.32166 5.45778
H -6.85685 -4.12407 1.58545
H -8.48445 -3.75094 2.26765
H -7.23358 -4.29089 3.36181
C -7.92843 7.00367 2.53181
C -6.49355 6.58787 2.57525
O -6.37750 5.35300 1.87030
C -5.28611 4.63299 1.84553
O -5.36661 3.40418 1.69082
O -4.13697 5.34879 1.95628
C -2.90003 4.70903 1.68042
H -8.05413 7.82980 3.23167
H -8.52656 6.26269 3.06218
H -8.41565 7.27656 1.59573
H -6.27496 6.43838 3.63259
H -5.75809 7.31361 2.22812
H -2.96685 4.40188 0.63672
H -2.67386 3.87633 2.34642
H -2.11903 5.46829 1.72123
C 0.18750 -4.59316 5.88444
C 0.74308 -3.55856 4.92085
O 0.61272 -2.32645 5.55721
C 0.98746 -1.27707 4.86641
O 1.38684 -1.27886 3.68233
O 0.96031 -0.24594 5.68097
C 1.53066 1.02840 5.25018
H 0.24404 -5.61342 5.50502
H -0.84633 -4.38093 6.15695
H 0.73086 -4.45111 6.81861
H 0.18406 -3.60304 3.98617
H 1.80280 -3.73093 4.73278
H 2.50671 0.95635 4.77036
H 1.66233 1.63428 6.14666
H 0.92292 1.60766 4.55504
C 5.48825 0.89939 -0.36658
C 5.68984 -0.60613 -0.72843
O 5.65485 -0.76466 -2.10991
C 4.58230 -0.83512 -2.89132
O 3.42315 -0.90528 -2.43018
O 4.89091 -0.84244 -4.19489
C 3.87342 -0.78128 -5.13098
H 5.45745 1.12888 0.69854
H 4.59258 1.40770 -0.72366
H 6.26870 1.48370 -0.85399
H 4.98154 -1.27598 -0.24087
H 6.65954 -0.82429 -0.28101
H 4.44817 -0.78318 -6.05713
H 3.28166 0.13286 -5.08335
H 3.22391 -1.64922 -5.01732
F 0.79333 -6.28855 2.80892
C 2.07369 -6.72501 2.96317
C 3.09322 -6.02394 2.40939
C 4.38641 -6.51584 2.58894
C 4.65423 -7.65153 3.39093
C 3.58523 -8.21282 4.04033
C 2.33551 -7.73627 3.79119
H 2.88514 -5.20076 1.74196
H 5.22982 -6.00357 2.15002
H 5.62113 -8.06444 3.63790
H 3.79509 -8.99160 4.75856
H 1.61185 -8.23695 4.41732
F -1.25619 5.33618 -1.58654
C -0.39455 6.36148 -1.91366
C 0.86676 6.48812 -1.25651
C 1.51676 7.73578 -1.45513
C 1.06107 8.65402 -2.39416
C -0.08761 8.40557 -3.15792
C -0.86422 7.29432 -2.81779
H 1.23084 5.80674 -0.50181
H 2.44094 7.89043 -0.91813
H 1.66330 9.53187 -2.57607
H -0.51361 9.13503 -3.83084
H -1.82947 7.12813 -3.27283
F 1.11982 -9.21355 1.10387
C 1.60200 -9.07336 -0.20971
C 2.95365 -8.86057 -0.38279
C 3.50736 -8.57895 -1.66355
C 2.65793 -8.62470 -2.76079
C 1.26800 -8.88070 -2.56623
C 0.76792 -9.06510 -1.27944
H 3.54374 -8.78923 0.51893
H 4.55520 -8.33519 -1.75856
H 3.02512 -8.56756 -3.77485
H 0.59286 -9.05378 -3.39123
H -0.25214 -9.19088 -0.94768
F 5.83084 4.47752 -1.86215
C 4.82268 4.04635 -2.54784
C 3.51719 4.39196 -2.15569
C 2.39850 3.92595 -2.87171
C 2.57238 3.12061 -3.99742
C 3.84746 2.81733 -4.41456
C 4.99416 3.29253 -3.71867
H 3.44137 5.10588 -1.34886
H 1.41304 4.20393 -2.52819
H 1.77583 2.67477 -4.57460
H 4.03398 2.18762 -5.27192
H 5.99617 3.04436 -4.03614
F 2.05542 -5.46109 -3.12224
C 0.93225 -4.83787 -3.66258
C 0.93116 -3.44777 -3.94297
C -0.15485 -2.93911 -4.61476
C -1.29757 -3.75605 -4.79059
C -1.29041 -5.09832 -4.49586
C -0.15818 -5.61828 -3.93017
H 1.84853 -2.90684 -3.76347
H -0.25463 -1.90012 -4.89216
H -2.22911 -3.31307 -5.11058
H -2.10530 -5.79771 -4.61078
H -0.05846 -6.64331 -3.60497
F -6.33081 -1.59660 -7.90592
C -4.96472 -1.49038 -7.78113
C -4.49353 -1.18331 -6.48202
C -3.13841 -0.94973 -6.28357
C -2.27540 -1.01725 -7.34514
C -2.76446 -1.39367 -8.60909
C -4.07487 -1.65712 -8.84234
H -5.23093 -1.14413 -5.69392
H -2.73322 -0.70280 -5.31339
H -1.23246 -0.78077 -7.19427
H -2.09816 -1.48127 -9.45453
H -4.54037 -1.85808 -9.79593
F -4.51865 8.78150 -0.65852
C -4.64307 7.82850 -1.64421
C -5.08881 8.15053 -2.94703
C -5.28677 7.17819 -3.88645
C -5.15438 5.86252 -3.56521
C -4.56208 5.50723 -2.33137
C -4.29726 6.50631 -1.36821
H -5.26544 9.15780 -3.29431
H -5.61079 7.45120 -4.87987
H -5.21983 5.08357 -4.31043
H -4.31109 4.49240 -2.06023
H -3.82856 6.16601 -0.45667
F 5.87405 -5.34684 0.15687
C 5.84981 -5.57431 -1.17492
C 5.02739 -4.86400 -2.03173
C 5.16386 -5.18110 -3.40253
C 5.99599 -6.15072 -3.85534
C 6.84213 -6.81870 -2.93584
C 6.81361 -6.51245 -1.60456
H 4.32457 -4.17259 -1.59084
H 4.51430 -4.66628 -4.09495
H 6.17882 -6.34168 -4.90249
H 7.57567 -7.51677 -3.31138
H 7.47628 -6.98719 -0.89612
F 3.34390 5.47072 0.86488
C 3.99288 6.31919 1.77195
C 5.17833 5.81467 2.27487
C 5.84276 6.50579 3.31533
C 5.29787 7.73382 3.71045
C 4.11969 8.24694 3.13067
C 3.42041 7.49719 2.22240
H 5.43787 4.84573 1.87464
H 6.67304 6.09231 3.86856
H 5.71901 8.34063 4.49837
H 3.74015 9.19828 3.47317
H 2.43242 7.67476 1.82395
F -5.25848 -5.77383 1.74506
C -4.09831 -5.80057 1.00635
C -3.96635 -5.07222 -0.18655
C -2.82876 -5.34421 -0.96476
C -1.82486 -6.18253 -0.54088
C -1.86518 -6.86680 0.67801
C -3.05082 -6.62097 1.40917
H -4.83858 -4.52742 -0.51638
H -2.79288 -4.91141 -1.95360
H -0.92374 -6.33652 -1.11593
H -1.16378 -7.65134 0.92079
H -3.04965 -7.06941 2.39166

**LUMO level**: 0.0493 Ha
**Molar mass**: 2154.0 g mol⁻¹
**Largest force on an atom**: 9.590 eV/Å
**Total charge**: -1
**Total energy**: -10262.257997 Eh